Here is the molecule C5H6O2 from OMol25. Energies are from the ωB97M-V functional and the def2-TZVPD basis.

Properties
- LUMO energy (eV) = 0.80
- E_HOMO (eV) = -10.2
- largest force on an atom (eV/Å) = 0.28
- Kohn-Sham gap (eV) = 10.99
- SMILES string = C#CCC(=O)OC
- electronic energy (Eh) = -344.521899

```
13
Properties=species:S:1:pos:R:3:forces:R:3
O 0.706991 0.540672 -1.523041 -0.129 -0.235 -0.076
O 1.728881 -1.327368 -0.876243 0.167 0.087 -0.039
C 0.875823 0.062985 0.870682 -0.093 -0.119 0.038
C -0.253283 -0.681783 1.421864 -0.131 0.079 0.055
C -1.190359 -1.280093 1.866326 0.116 -0.083 0.019
C 1.135700 -0.336841 -0.580328 -0.004 0.024 0.004
C -0.665183 0.933381 -1.437511 -0.030 0.199 0.025
H -0.928074 1.307760 -0.447314 0.006 -0.007 0.007
H -0.808110 1.727670 -2.163618 0.052 0.000 -0.021
H -1.313051 0.093477 -1.688636 0.018 -0.032 0.021
H 0.697203 1.134387 0.951639 0.043 0.014 0.037
H -1.976373 -1.858095 2.287902 -0.062 0.045 -0.031
H 1.774036 -0.189832 1.433009 0.047 0.028 -0.039
```
Positions in Å, forces in eV/Å.

=====

Here is a cluster of 8 separate species, C19H54O8 in total from OMol25. Energies are from the ωB97M-V functional and the def2-TZVPD basis.

Properties
- LUMO energy (alpha / beta) (eV) = -2.50 / -9.03
- 2S+1 = 2
- E_HOMO (alpha / beta) (eV) = -11.9 / -11.9
- total charge = +1
- largest force on an atom (eV/Å) = 3.84
- Kohn-Sham gap (alpha / beta) (eV) = 9.39 / 2.86
- <S²> = 0.755
- electronic energy (Eh) = -1357.753171

```
81
Properties=species:S:1:pos:R:3:forces:R:3
O 8.712434 6.415554 -1.014333 0.605 2.979 -0.889
O 4.787914 7.217218 -2.230633 1.970 0.308 -0.947
O 8.675030 10.646381 2.498824 -2.794 2.495 0.830
O 3.641873 12.268538 -3.102884 0.059 1.162 0.411
O 11.688398 7.330896 -4.741319 -0.458 -0.579 0.279
O 5.432015 11.539098 1.350105 -1.017 0.549 0.107
O 7.399021 9.712574 -5.654878 -1.375 -2.341 -1.515
O 7.382436 8.508016 -3.021428 0.078 0.434 -1.009
C 2.478676 6.660162 -2.636217 -0.205 0.858 0.325
C 6.495543 11.438905 -0.682587 0.824 -0.465 -1.508
C 3.079928 11.047414 -3.455857 0.594 -0.490 0.126
C 11.757622 8.440378 -2.593628 -1.510 -1.130 -0.529
C 9.554144 10.010740 1.673031 0.661 -0.683 0.004
C 3.334958 7.862595 -0.469926 0.453 0.613 -0.647
C 10.917878 7.576978 -3.582346 -0.091 1.504 1.251
C 9.159446 4.227561 -1.795788 -1.091 0.324 0.413
C 6.488954 8.805602 -7.658071 0.758 0.868 -0.879
C 5.377628 12.110623 0.052437 1.771 -0.269 0.114
C 8.885802 8.760522 1.064630 2.708 0.686 0.350
C 7.719428 7.370777 -6.101249 1.092 -0.133 0.665
C 3.609679 6.889471 -1.609559 -3.072 -1.420 1.604
C 4.226261 10.031230 -3.478956 -0.302 0.103 -0.861
C 2.369121 11.193263 -4.756949 0.416 -0.162 -0.746
C 8.051392 5.255777 -1.357099 1.436 -1.970 0.224
C 10.180199 10.951066 0.646924 -0.257 0.333 1.303
C 7.318217 4.853550 -0.118058 -1.227 -0.762 -0.445
C 6.648245 8.597010 -6.166186 1.132 1.320 -2.445
H 12.582839 7.799469 -2.283223 0.399 0.645 -0.119
H 10.477640 6.760169 -3.010401 0.674 -0.846 -0.694
H 6.307181 11.814089 1.633076 0.182 -0.287 0.645
H 9.876175 4.270456 -0.975694 0.466 -0.047 -0.264
H 3.016910 11.602035 -5.532418 0.151 -0.007 -0.051
H 10.035514 8.145068 -3.876997 -0.337 0.371 -0.057
H 6.326990 10.367612 -0.792291 -0.250 -0.039 -0.392
H 4.934660 10.107035 -2.654020 -0.649 -0.356 0.676
H 2.514175 5.662370 -3.073549 0.014 0.065 -0.045
H 9.758269 8.283017 0.618652 -0.166 -0.428 -0.588
H 4.900121 10.313506 -4.287868 -0.169 0.050 -0.678
H 4.321100 12.094035 -2.447286 -0.006 0.251 0.117
H 5.018550 6.422741 -2.717683 0.368 -0.007 -0.223
H 10.556083 11.855056 1.126118 0.206 -0.145 0.465
H 7.432276 9.165799 -8.068570 0.397 0.166 0.369
H 2.523161 7.680105 0.234191 -0.162 -0.569 -0.497
H 5.678155 13.158342 0.045069 -0.731 0.430 0.317
H 5.703130 8.375393 -5.670459 0.325 -0.063 0.977
H 2.260257 10.733136 -2.809737 0.266 -0.110 0.937
H 8.862175 3.180683 -1.857259 -0.391 0.098 -0.044
H 7.968679 4.755772 0.751102 0.109 -0.212 -0.168
H 9.434616 11.391540 -0.015025 0.275 -0.738 -0.742
H 6.483690 8.326069 -2.746868 -0.734 -0.114 0.326
H 2.112744 10.168021 -5.023868 -0.620 0.158 -0.402
H 7.543079 9.447730 -4.743447 0.162 0.097 2.448
H 3.720838 5.938228 -1.089094 0.240 -0.420 -0.045
H 11.058873 10.417115 0.285072 -0.306 0.242 -0.907
H 11.930694 8.235199 -4.953739 0.523 -0.088 -0.610
H 11.967383 9.378753 -3.107000 0.668 -0.020 0.340
H 3.147547 8.835268 -0.924766 0.217 0.365 0.321
H 6.801724 3.924143 -0.357939 -0.125 -0.245 0.570
H 9.576019 4.512382 -2.761940 0.272 0.085 0.217
H 1.493478 6.835132 -2.203939 -0.004 -0.432 0.321
H 7.386467 5.468637 -2.194159 -0.125 0.134 0.028
H 7.197084 6.435973 -6.304726 -0.407 0.308 -0.044
H 5.833577 9.624524 -7.954626 -0.657 -0.336 0.284
H 8.463726 7.579170 -6.869805 -0.203 -0.033 0.021
H 7.495252 11.475470 -0.249753 -0.333 0.399 0.859
H 3.828971 9.032185 -3.658303 0.430 -0.055 0.281
H 7.924335 8.168852 -2.309009 0.543 -0.298 0.429
H 2.496776 7.416772 -3.420640 0.345 -0.065 -0.226
H 9.506335 6.270317 -0.494497 -0.055 -0.324 0.063
H 8.172657 9.028676 0.285126 -0.355 -0.361 0.511
H 8.244688 7.306551 -5.148317 -0.361 0.079 0.114
H 10.300190 9.799485 2.439112 1.154 -1.202 -0.854
H 4.430274 11.971645 -0.468418 -0.197 -0.063 0.605
H 8.663534 8.104029 1.905891 -1.021 -0.056 -0.353
H 4.248785 7.849430 0.124090 0.041 0.510 0.049
H 1.515197 11.864484 -4.665414 -0.118 -0.324 -0.009
H 11.135335 8.647082 -1.722915 0.062 0.192 0.138
H 6.697353 11.951305 -1.623229 -0.331 -0.323 -0.642
H 8.211578 10.009635 3.047786 -0.003 -0.021 0.013
H 6.378866 7.919776 -8.283606 -0.820 -0.191 0.563
H 6.564477 5.605915 0.114174 -0.011 0.047 0.063
```
Positions in Å, forces in eV/Å.

=====

Here is a cluster of 5 separate species, C5H13Br3N4O8 in total from OMol25. Energies are from the ωB97M-V functional and the def2-TZVPD basis.

Properties
- LUMO energy (eV) = -0.74
- E_HOMO (eV) = -10.5
- largest force on an atom (eV/Å) = 5.64
- Kohn-Sham gap (eV) = 9.79
- SMILES string = C[N+](=O)[O-].C[N+](=O)[O-].C[N+](=O)[O-].C[N+](=O)[O-].BrC(Br)Br
- electronic energy (Eh) = -8740.836937

```
33
Properties=species:S:1:pos:R:3:forces:R:3
Br -2.718045 0.422637 2.072341 0.812 1.214 -0.176
Br -0.473813 2.750720 2.996706 -1.084 -0.666 -1.375
Br -2.412725 3.131415 0.205081 0.693 -0.730 1.290
O 3.231688 -1.134040 5.924365 -2.238 1.075 2.068
O 5.546834 2.121827 -0.421616 1.642 -0.316 -0.383
O 4.588278 1.470460 -2.157782 0.537 -0.707 -1.640
O -0.292996 -2.649612 -2.228696 -0.511 -0.291 0.802
O -9.611180 1.130118 1.775372 -1.481 -2.754 -0.946
O 5.318418 -1.448111 5.501013 -2.126 0.044 -0.938
O -9.822182 -0.616539 0.374064 -1.214 -1.982 0.710
O 1.549108 -3.021916 -3.346890 -1.387 0.021 0.968
N 5.614127 1.601677 -1.532591 -0.931 0.781 1.966
N 0.431278 -2.512240 -3.162658 2.310 0.360 -2.130
N -9.656339 0.507721 0.673193 2.968 4.612 1.304
N 4.098981 -1.434839 5.204040 3.593 -1.339 -2.035
C 6.953056 1.079217 -2.068501 -1.209 0.333 -0.261
C 0.061374 -1.579374 -4.279997 -0.828 -0.299 -0.336
C -1.477638 1.884746 1.489526 -0.443 -0.127 -0.178
C -9.048865 1.435220 -0.331699 -0.591 -0.029 -0.441
C 3.665738 -1.917904 3.819349 0.040 -1.071 -0.056
H 3.526341 -1.112405 3.098344 0.352 0.135 0.410
H 0.831185 -1.674633 -5.045781 0.049 0.513 0.462
H -8.119327 1.735558 0.151883 -0.024 -0.030 -0.524
H 7.306605 1.797500 -2.808220 -0.092 0.083 0.172
H -0.769662 1.367008 0.842375 0.026 0.302 0.432
H -9.726099 2.288018 -0.378489 0.214 -0.035 -0.217
H 6.648938 0.177639 -2.600262 0.427 -0.095 0.251
H -0.153175 -0.596439 -3.860592 0.486 -0.043 -0.081
H 4.333938 -2.701343 3.461830 0.570 0.623 0.063
H -0.867694 -1.912192 -4.742748 -0.106 -0.250 0.325
H -8.952264 0.910059 -1.281949 0.133 0.217 0.118
H 2.728679 -2.466937 3.911924 -0.196 0.541 0.480
H 7.667441 0.966987 -1.252937 -0.391 -0.091 -0.103
```
Positions in Å, forces in eV/Å.

=====

Here is a structure of composition C16H20MnNO from OMol25. Energies are from the ωB97M-V functional and the def2-TZVPD basis.

Properties
- LUMO energy (alpha / beta) (eV) = 3.00 / 3.00
- 2S+1 = 4
- E_HOMO (alpha / beta) (eV) = -2.4 / -3.1
- total charge = -1
- largest force on an atom (eV/Å) = 2.79
- Kohn-Sham gap (alpha / beta) (eV) = 5.44 / 6.07
- <S²> = 3.801
- electronic energy (Eh) = -1902.557751

```
39
Properties=species:S:1:pos:R:3:forces:R:3
Mn -1.228943 -0.210936 0.531344 0.277 0.456 -0.888
O 0.742216 0.780379 -0.372095 0.909 1.964 -1.760
N -2.110854 3.058560 0.456653 0.319 -1.132 0.005
C -1.794504 1.926308 0.463738 -0.261 1.920 -0.158
C -2.331311 0.099278 -1.594629 0.135 -1.335 -0.717
C -1.222436 -1.896014 -1.070275 -1.039 0.292 -0.028
C 3.034632 0.716739 0.467343 0.132 -0.166 -0.130
C 2.116601 0.460168 -0.730186 0.206 -0.230 0.128
C -1.167762 -0.700745 -1.886840 -1.473 -0.055 0.162
C 2.239068 -0.965317 -1.258843 0.139 0.132 0.099
C -1.971124 -0.916198 2.491119 1.235 -0.182 0.468
C -0.896531 -1.789304 2.031030 0.137 0.537 1.866
C 0.004627 0.345510 2.401962 -0.678 -0.735 1.293
C 0.324835 -1.012723 1.984526 -1.084 0.293 0.345
C -3.128328 -0.597961 -0.600894 0.760 -0.587 -0.302
C -2.443678 -1.841101 -0.277558 -0.215 0.022 -2.077
C 0.825036 2.009969 -1.276368 -0.602 -1.089 1.124
C 2.191509 1.581382 -1.790878 0.005 -0.166 0.273
C -1.407147 0.394441 2.724694 1.069 -0.757 0.675
H 3.097529 -0.182531 1.093406 -0.045 0.305 0.026
H -1.948778 1.266920 3.139537 0.462 -0.739 -0.688
H 0.011074 1.989357 -2.010952 0.086 0.180 0.433
H -2.609200 1.045792 -2.098434 0.375 -0.721 0.703
H -4.116715 -0.288611 -0.215655 0.890 -0.126 -0.238
H 0.738589 1.162881 2.566383 -0.826 -0.683 -0.469
H 2.158905 1.202064 -2.821620 0.222 0.206 0.269
H 3.275889 -1.146163 -1.577079 -0.156 0.021 0.010
H -3.015106 -1.219825 2.689318 0.792 0.316 -0.332
H -0.426004 -0.500011 -2.691124 -0.586 -0.002 0.977
H -0.967355 -2.877876 1.863026 -0.003 0.914 -0.094
H -0.526743 -2.752795 -1.128052 -0.425 0.736 0.191
H -2.853569 -2.658608 0.342108 0.468 0.781 -0.346
H 2.646095 1.554706 1.064478 0.169 -0.251 -0.206
H 1.994983 -1.679724 -0.459753 -0.065 0.166 -0.291
H 2.991757 2.320517 -1.624483 -0.213 -0.365 -0.296
H 1.339365 -1.424233 1.821050 -0.895 0.400 -0.137
H 1.565745 -1.116751 -2.113000 0.213 -0.035 0.307
H 4.046453 0.957282 0.108517 -0.167 -0.065 0.152
H 0.821181 2.905176 -0.641513 -0.266 -0.219 -0.348
```
Positions in Å, forces in eV/Å.

=====

> What is the largest force on an atom in the second record?

3.84 eV/Å